# 1
{"formula": "C5H29NO9", "method": "the ωB97M-V functional and the def2-TZVPD basis", "elements": ["O", "O", "O", "O", "O", "O", "O", "O", "O", "N", "C", "C", "C", "C", "C", "H", "H", "H", "H", "H", "H", "H", "H", "H", "H", "H", "H", "H", "H", "H", "H", "H", "H", "H", "H", "H", "H", "H", "H", "H", "H", "H", "H", "H"], "coordinates": [[-2.6478, -2.9639, -0.7717], [3.0878, 1.1771, -0.1561], [-1.2131, 3.5739, 0.0707], [-3.3041, 0.9374, 0.4928], [2.5332, 0.2503, -3.2569], [-0.0845, -3.3143, -1.7875], [2.3357, -2.1359, -1.1170], [-1.9215, 1.3790, 3.8885], [2.6426, 3.8037, -0.3447], [0.6423, 0.1493, 1.9728], [0.7149, -0.7234, 0.7941], [0.3415, -0.5108, 3.2593], [-1.1137, 0.1074, -2.4564], [-0.0324, -0.0451, -1.4056], [-0.4119, -0.3465, -0.1573], [0.1420, 1.0237, 1.9339], [-2.8821, -2.5175, 0.0649], [-1.2474, 1.1737, -2.6542], [2.8407, 2.9157, -0.7237], [1.4209, -2.0100, -1.4388], [-2.0776, -0.2456, -2.0730], [3.9472, 1.3416, 0.2421], [-1.6226, 0.6986, 3.2705], [0.6037, -1.7482, 1.1852], [-3.2675, -3.6976, -0.6017], [0.9792, -1.3773, 3.3496], [-0.9922, -3.2293, -1.4393], [1.6687, -0.6441, 0.3119], [-1.4583, -0.3875, 0.1354], [2.6326, 3.5165, 0.5697], [0.5823, 0.2212, 4.0192], [2.5922, -0.0308, -2.3342], [0.9915, -0.0505, -1.7618], [-2.3971, 2.0460, 3.3933], [1.9454, -0.4699, -3.5295], [-3.4363, 1.8216, 0.1213], [2.2670, -2.9264, -0.5753], [-0.4958, 3.0195, 0.3992], [0.0485, -4.2714, -1.7528], [2.4624, 0.9868, 0.5543], [-1.0483, 3.8135, -0.8425], [-0.9834, -0.5279, -3.3427], [-4.0696, 0.9970, 1.0860], [-0.7151, -0.7799, 3.4081]], "atomic_forces_ev_per_a": [[-1.4, -0.4, 1.5], [0.1, -0.2, -0.3], [-0.6, -0.1, 0.5], [-1.1, 0.8, 0.5], [-0.5, -0.8, 0.3], [-0.4, -0.6, 0.1], [0.0, 0.1, -0.4], [0.2, -0.2, 0.3], [0.1, -0.8, -0.3], [0.7, -0.4, 1.5], [-2.3, 0.9, 1.1], [0.3, 1.0, -0.8], [-0.4, 0.1, 0.4], [-2.1, -0.8, -0.3], [2.3, -0.7, -0.7], [-0.2, -0.1, -0.7], [0.8, 0.7, -0.5], [0.1, -0.1, -0.7], [-0.3, 0.8, -0.2], [0.4, -0.5, 0.2], [0.2, 0.1, 0.3], [0.0, -0.2, 0.2], [-0.4, 0.5, 0.0], [0.0, 0.1, -0.4], [0.4, -0.2, -1.0], [0.0, -0.3, 0.2], [0.2, 0.4, -0.1], [0.2, -0.2, -0.2], [0.3, 0.0, 0.0], [-0.1, 0.5, 0.5], [0.1, -0.1, 0.5], [1.0, 0.5, 0.3], [-0.4, 0.3, 0.6], [0.0, 0.0, -0.3], [0.2, 0.2, -0.8], [0.9, 0.0, -0.6], [0.0, 0.0, -0.1], [0.1, 0.2, -0.6], [0.3, 0.2, -0.2], [0.1, 0.0, 0.3], [0.5, -0.2, 0.0], [0.5, 0.6, 0.0], [0.2, -0.8, 0.2], [0.2, -0.5, -0.2]], "lumo_ev": -0.12, "spin_multiplicity": 1, "largest_force_ev_per_a": 2.7, "smiles": "C/C=C/CNC.O.O.O.O.O.O.O.O.O", "relative_energy_ev": 3.266}

# 2
{"formula": "C12H35IN3O6V", "method": "the ωB97M-V functional and the def2-TZVPD basis", "elements": ["I", "V", "O", "O", "O", "O", "O", "O", "N", "N", "N", "C", "C", "C", "C", "C", "C", "C", "C", "C", "C", "C", "C", "H", "H", "H", "H", "H", "H", "H", "H", "H", "H", "H", "H", "H", "H", "H", "H", "H", "H", "H", "H", "H", "H", "H", "H", "H", "H", "H", "H", "H", "H", "H", "H", "H", "H", "H"], "coordinates": [[-3.5499, -0.5324, 0.1479], [-1.3261, 1.3967, 0.4446], [-1.9416, 0.2016, -6.3334], [-0.3258, 0.4785, -0.3672], [-2.6557, 2.6310, 1.5465], [-1.9586, 2.9571, -0.9511], [2.0019, -1.9402, 3.6249], [-0.6189, 0.6745, 2.4981], [0.8744, 0.9226, -4.1849], [0.4721, 2.7247, 0.8887], [2.1613, -2.6662, 0.8387], [0.9132, -2.4718, 1.5113], [-1.5581, -0.8968, -7.1032], [1.1448, 2.2935, 2.0775], [1.0822, -2.8350, 3.0024], [-1.2592, -0.0940, 3.4899], [1.9393, -1.9162, 5.0697], [0.1065, 1.7417, 3.0727], [-0.1676, -3.2784, 0.7739], [-1.1481, -0.1933, -3.5436], [-0.1929, 0.1598, -4.7309], [1.9361, 3.4724, 2.6064], [-0.8938, 0.9300, -5.7843], [1.8076, 1.4663, 1.8236], [0.2496, -0.7547, -5.1259], [0.5705, -1.4387, 1.4544], [-0.0075, -4.3559, 0.8124], [-0.1766, -3.1142, -0.3036], [0.6158, 1.3438, 3.9505], [2.4020, 3.9867, 1.7659], [2.6361, -1.2112, 5.5231], [1.0704, 2.9872, 0.1185], [-1.2165, 1.8922, -5.3867], [-0.8783, -1.5461, -6.5515], [-2.1233, 0.4452, 3.8780], [-0.1781, 1.1372, -6.5799], [0.9146, -1.7073, 5.3771], [-1.1065, -3.0339, 1.2708], [-0.6061, -0.4460, 4.2884], [1.4182, 4.2573, 3.1576], [-1.5667, -1.0052, 2.9768], [-1.0123, -0.5851, -7.9937], [2.7008, -2.1399, 1.5111], [2.1843, -2.9180, 5.4223], [-2.1268, 2.8674, -1.9093], [0.1384, -2.8447, 3.5478], [1.3173, 0.3053, -3.5194], [-2.4553, -1.4301, -7.4172], [1.5272, -3.8282, 3.0625], [-0.6030, -0.7547, -2.7848], [0.0804, 3.6149, 1.1614], [2.6837, 3.0899, 3.3014], [2.4903, -3.6110, 0.9770], [-3.3043, 2.0335, 1.9670], [-2.0483, -0.6990, -3.8930], [-0.5451, 2.5079, 3.4927], [-1.4503, 0.7298, -3.0490], [1.5619, 0.9997, -4.9207]], "atomic_forces_ev_per_a": [[0.3, 0.2, 0.2], [-1.7, 2.9, -1.6], [-1.5, 0.2, -0.3], [0.0, -0.4, 0.1], [0.8, -1.5, 0.5], [0.8, -1.2, 0.2], [0.0, 0.8, 0.1], [0.6, 0.4, -0.5], [1.3, 0.7, 0.1], [-2.1, 0.5, -0.4], [1.1, 1.2, 0.1], [-1.7, -1.2, 0.0], [0.3, 0.0, 0.0], [-0.1, -0.3, 0.7], [0.0, 0.2, 0.1], [-0.7, -1.0, -0.5], [-0.3, -1.0, -1.1], [0.9, 0.3, 0.6], [0.0, -0.2, 0.9], [0.5, 0.4, -0.9], [-1.3, -1.2, 2.0], [0.9, -0.3, 0.9], [0.7, 0.1, -0.5], [0.1, 0.0, 0.0], [-0.4, -0.4, -0.4], [0.5, 0.3, -0.1], [0.2, -0.3, 0.6], [-0.2, 0.8, 0.2], [0.5, -0.1, 0.0], [0.4, -0.1, 0.0], [0.0, 0.2, -0.5], [0.2, -0.6, -0.3], [-0.4, -0.2, 0.0], [-0.2, -0.4, 0.0], [-0.1, -0.1, 0.1], [0.4, 0.3, -0.4], [-0.1, 0.2, 0.3], [-0.4, -0.2, -0.6], [0.4, 0.6, 0.0], [-0.7, -0.2, -0.1], [-0.5, 0.1, 0.0], [0.1, 0.2, -0.4], [1.5, 0.3, -0.4], [0.0, -0.2, 0.4], [0.4, -0.4, 0.8], [-0.2, 0.1, 0.0], [0.2, 0.3, 0.6], [0.1, 0.0, 0.2], [-0.1, -0.5, 0.0], [-0.2, -0.2, 0.0], [-0.9, 0.3, -0.3], [0.4, 0.2, 0.0], [-0.2, -0.4, 0.0], [0.4, 0.5, -0.2], [0.1, -0.2, 0.2], [-0.4, 0.3, -0.5], [0.0, 0.1, 0.0], [0.4, 0.4, -0.2]], "s2": 2.02, "lumo_ev": [4.16, 4.15], "spin_multiplicity": 3, "largest_force_ev_per_a": 3.7, "charge": -2}